Density functional theory data (ωB97M-V with the def2-TZVPD basis set) for a cluster of 2 separate species, HNO5S in total in a non-equilibrium geometry.

Computed properties:
Relative energy (zero: lowest compared OMol25 entry of this formula, charge and spin) in kcal per mole: 0.5
Molar mass in g mol⁻¹: 127.1
HOMO in eV: -0.628
Kohn-Sham gap in eV: 7.183

The geometry in ORCA input format:
```
! wB97M-V def2-TZVPD RIJCOSX def2/J DEFGRID3
* xyz -2 1
N -3.105 1.130 0.601
O -4.244 1.059 0.099
O 1.641 0.936 1.290
O 1.042 0.009 -1.041
O 3.118 1.547 -0.574
O -2.275 0.366 -0.007
S 1.714 1.428 -0.109
H 0.432 -0.192 -0.371
*
```

=====

Density functional theory data (ωB97M-V with the def2-TZVPD basis set) for the ion HNO6P2S with charge -2 in a non-equilibrium geometry.

Computed properties:
Relative energy (zero: lowest compared OMol25 entry of this formula, charge and spin) in kcal per mole: 0.0
Molar mass in g mol⁻¹: 205.0
HOMO in eV: -1.038
Kohn-Sham gap in eV: 6.842

The geometry in ORCA input format:
```
! wB97M-V def2-TZVPD RIJCOSX def2/J DEFGRID3
* xyz -2 1
O -1.843 -0.464 1.843
N -1.603 0.311 0.958
O -2.169 1.397 0.849
P -0.630 -0.441 -0.431
O -0.017 -1.678 0.179
S -2.185 -1.033 -1.483
P 1.406 0.830 -0.515
O 1.415 1.483 0.785
O 1.882 1.456 -1.749
O 2.141 -0.583 -0.413
H 1.602 -1.278 -0.022
*
```

=====

Density functional theory data (ωB97M-V with the def2-TZVPD basis set) for an isolated molecule of HNOS2 in a non-equilibrium geometry.

Computed properties:
Relative energy (zero: lowest compared OMol25 entry of this formula, charge and spin) in kcal per mole: 50.7
Molar mass in g mol⁻¹: 95.1
HOMO (spin up / spin down) in eV: -8.104 / -8.129
Kohn-Sham gap (spin up / spin down) in eV: 6.372 / 6.396

The geometry in ORCA input format:
```
! wB97M-V def2-TZVPD RIJCOSX def2/J DEFGRID3
* xyz 0 1
N 0.661 -0.103 0.408
O -0.110 1.056 0.203
S -1.643 0.521 -0.311
S -0.385 -1.419 -0.091
H 1.477 -0.055 -0.209
*
```

=====

Density functional theory data (ωB97M-V with the def2-TZVPD basis set) for an isolated molecule of HO2P in a non-equilibrium geometry.

Computed properties:
Relative energy (zero: lowest compared OMol25 entry of this formula, charge and spin) in kcal per mole: 92.9
Molar mass in g mol⁻¹: 64.0
HOMO in eV: -10.289
Kohn-Sham gap in eV: 9.188

The geometry in ORCA input format:
```
! wB97M-V def2-TZVPD RIJCOSX def2/J DEFGRID3
* xyz 0 1
O -0.739 -0.792 0.356
O -0.719 0.852 0.312
P 0.128 0.042 -0.746
H 1.331 -0.101 0.078
*
```